# 1
{"formula": "C4H7ClN2", "method": "ωB97M-V with the def2-TZVPD basis set", "species": ["C", "C", "C", "N", "C", "N", "H", "H", "H", "H", "H", "H", "Cl", "H"], "coordinates": [[1.019543, 1.119099, 1.073054], [0.593123, 0.482205, -0.234990], [-0.829125, 0.675094, -0.454985], [1.345551, -0.184726, -1.028027], [2.654474, -0.442659, -0.897113], [3.783970, -0.608338, -0.995483], [1.965452, 0.482528, 1.306378], [1.317585, 2.092451, 1.142165], [0.264410, 1.022930, 1.777457], [-1.337033, -0.073073, 0.239177], [-1.178243, 0.452270, -1.527627], [-0.924075, 1.728681, -0.073838], [-0.428403, -3.520676, -0.795227], [0.766642, -3.467659, -1.172752]], "forces_ev_per_a": [[3.1969, -4.5210, -1.0420], [1.6047, 0.3638, 0.3625], [-1.4533, -0.4793, -0.8726], [-0.6400, -0.2539, -0.1309], [-1.4032, 1.0800, 0.0606], [1.0859, -0.4519, 0.1594], [-1.5583, 1.1969, 0.4824], [0.7835, 2.8110, -0.7734], [-1.3448, -0.6373, 1.4754], [0.2949, 1.1724, -0.7145], [0.5185, 0.6344, 1.7006], [-1.0813, -0.9642, -0.7171], [-0.8473, -0.0355, 0.2868], [0.8437, 0.0845, -0.2772]], "energy_ev": -19762.707, "smiles": "CC(C)=NC#N.Cl", "de_lowest_kcal_mol": 46.72, "homo_lumo_gap_ha": 0.3860, "homo_ev": -10.21}

---

# 2
{"formula": "C21H24BrF5NO8PReTe", "method": "ωB97M-V with the def2-TZVPD basis set", "species": ["Re", "O", "C", "C", "N", "C", "C", "O", "O", "C", "C", "O", "O", "H", "H", "H", "H", "H", "H", "H", "H", "H", "F", "Te", "F", "F", "F", "F", "O", "C", "P", "C", "C", "C", "C", "C", "C", "C", "H", "H", "H", "H", "H", "H", "H", "H", "H", "H", "H", "Br", "C", "C", "C", "C", "C", "C", "C", "O", "O", "H", "H", "H", "H"], "coordinates": [[-0.561800, -1.253571, 0.361658], [-0.474406, -4.535526, 0.040695], [-0.087988, -4.805568, 1.364577], [0.727758, -3.664035, 1.960131], [-0.036800, -2.395739, 2.142096], [0.769810, -1.402488, 2.903722], [0.022382, -0.066878, 2.893922], [0.224917, 0.779325, 3.735659], [-0.833431, 0.051179, 1.906582], [-1.312344, -2.636934, 2.883332], [-2.534683, -2.637665, 1.966549], [-3.569908, -3.121958, 2.351361], [-2.347758, -2.058952, 0.806767], [-1.422183, -4.378501, -0.041291], [0.558581, -5.687602, 1.368229], [-0.945347, -5.046003, 1.997373], [1.579686, -3.439767, 1.315911], [1.103167, -3.975643, 2.941812], [1.730254, -1.268526, 2.405124], [0.930139, -1.734293, 3.930666], [-1.467214, -1.837458, 3.606761], [-1.264764, -3.567432, 3.444249], [1.199965, 1.792021, -1.420389], [1.929830, -0.060787, -1.514470], [3.478761, 0.807783, -0.935283], [0.617212, 2.158246, 1.173879], [-1.211485, 0.044089, -0.918953], [3.058636, -1.636717, -1.376969], [1.271780, -0.424582, 0.179190], [-1.571587, 2.984070, 2.439577], [-0.526980, 3.167284, 1.016283], [-1.404616, 2.865736, -0.484349], [0.270017, 4.753571, 1.024927], [1.097497, 5.059283, 2.107485], [1.744367, 6.281041, 2.149151], [1.564822, 7.195644, 1.118362], [0.746248, 6.891010, 0.041357], [0.098036, 5.666601, -0.010773], [-0.944539, 2.828214, 3.318399], [-2.192999, 2.098726, 2.312982], [-2.180548, 3.882084, 2.546852], [-2.153248, 3.650135, -0.610429], [-1.882070, 1.887185, -0.417053], [-0.696861, 2.840794, -1.312550], [1.248373, 4.340064, 2.904064], [2.392398, 6.519529, 2.981300], [2.073398, 8.149961, 1.153359], [0.617969, 7.601685, -0.763502], [-0.525794, 5.425470, -0.861243], [3.401114, -2.917434, -5.522159], [1.539760, -2.815772, -5.176017], [0.652485, -2.795595, -6.239447], [-0.709718, -2.725170, -5.979817], [-1.172928, -2.675780, -4.675392], [-0.268518, -2.680314, -3.621159], [1.099175, -2.756231, -3.865271], [-0.799186, -2.603578, -2.220272], [-1.929327, -2.942245, -1.949054], [0.096065, -2.217552, -1.324333], [1.021621, -2.837424, -7.254766], [-1.408508, -2.711198, -6.805991], [-2.229921, -2.632235, -4.451286], [1.801220, -2.773586, -3.042141]], "forces_ev_per_a": [[0.1706, 0.2076, -0.3696], [0.0409, -0.1703, 0.0360], [-0.0062, 0.0647, 0.0114], [-0.0020, 0.0038, -0.0015], [0.0219, 0.0059, 0.1056], [-0.0355, -0.0372, 0.0006], [0.1189, 0.0015, -0.0199], [-0.0187, -0.0504, 0.0233], [-0.0737, -0.1323, 0.1547], [0.0353, -0.0343, -0.0195], [-0.0357, -0.0533, 0.0539], [0.0151, 0.0002, -0.0446], [0.0522, -0.0533, 0.0042], [-0.0162, 0.0908, -0.0209], [0.0222, 0.0216, -0.0096], [-0.0219, -0.0139, -0.0124], [-0.0188, -0.0012, -0.0281], [0.0060, 0.0053, -0.0023], [0.0002, 0.0093, 0.0140], [0.0003, 0.0027, 0.0073], [-0.0105, 0.0137, -0.0231], [0.0017, -0.0071, 0.0079], [0.0174, -0.0098, -0.0067], [0.0655, -0.1950, 0.0070], [0.0174, 0.0506, 0.0224], [0.2223, -0.0072, 0.0321], [-0.0746, -0.1501, -0.0255], [0.0157, -0.0076, -0.0018], [-0.0910, 0.0431, -0.0204], [-0.0193, 0.0427, 0.0060], [-0.1245, 0.0645, -0.0547], [-0.0064, 0.0990, 0.0419], [-0.0061, -0.0178, 0.0375], [-0.0002, 0.0212, 0.0017], [0.0015, 0.0088, -0.0056], [-0.0020, -0.0079, 0.0010], [0.0002, 0.0014, 0.0030], [-0.0007, -0.0062, -0.0160], [-0.0111, 0.0228, -0.0072], [0.0244, 0.0173, -0.0034], [-0.0172, 0.0021, -0.0079], [-0.0133, -0.0014, 0.0043], [0.0341, 0.0411, 0.0024], [-0.0175, 0.0173, 0.0037], [-0.0036, -0.0066, -0.0025], [0.0004, -0.0009, 0.0016], [0.0004, 0.0014, -0.0003], [0.0009, 0.0014, -0.0002], [0.0001, -0.0066, 0.0008], [-0.0007, 0.0018, 0.0038], [-0.0045, -0.0079, 0.0042], [-0.0085, -0.0003, 0.0060], [-0.0027, -0.0118, -0.0130], [0.0032, -0.0103, 0.0026], [0.0315, 0.0984, 0.0243], [-0.0126, 0.0567, 0.0105], [0.2512, -0.6911, -0.0042], [-0.0756, 0.2184, -0.0209], [-0.4510, 0.4851, 0.1246], [0.0033, 0.0010, 0.0010], [-0.0020, -0.0016, 0.0026], [-0.0029, 0.0021, -0.0080], [0.0122, -0.0321, -0.0142]], "energy_ev": -142384.215, "s2": 3.76, "multiplicity": 4, "de_lowest_kcal_mol": 0.72, "homo_lumo_gap_ha": [0.3039, 0.3109], "homo_ev": [-8.67, -8.86]}

---

# 3
{"formula": "C11H12N2O", "method": "ωB97M-V with the def2-TZVPD basis set", "species": ["C", "C", "O", "C", "C", "C", "C", "C", "N", "C", "C", "N", "C", "C", "H", "H", "H", "H", "H", "H", "H", "H", "H", "H", "H", "H"], "coordinates": [[3.182609, -0.439272, 0.190378], [2.758857, 0.693462, -0.756923], [2.403536, 1.904782, -0.115658], [1.346246, 1.815752, 0.814413], [0.122033, 1.091532, 0.317393], [-0.573987, 1.528761, -0.834502], [-1.679130, 0.851994, -1.269934], [-2.157161, -0.288098, -0.590450], [-3.252552, -0.944297, -1.072046], [-3.613078, -1.986881, -0.381736], [-2.943802, -2.414765, 0.781102], [-1.897683, -1.812253, 1.268111], [-1.483033, -0.720078, 0.561850], [-0.338968, -0.012107, 0.990437], [3.994409, -0.979886, -0.282219], [3.480149, -0.063878, 1.160217], [2.365779, -1.145641, 0.296084], [3.614366, 0.944510, -1.376268], [1.980371, 0.360385, -1.441604], [1.657450, 1.381723, 1.764740], [1.060257, 2.844953, 1.025542], [-0.208913, 2.397789, -1.357107], [-2.203948, 1.193058, -2.148893], [-4.470411, -2.551163, -0.718093], [-3.317272, -3.282823, 1.304839], [0.173876, -0.367560, 1.870326]], "forces_ev_per_a": [[-0.6077, 0.0716, -0.7050], [0.6623, -0.1610, 0.1725], [-0.1410, 0.0409, -0.0675], [-0.3841, 0.2673, -0.0681], [-0.1190, -0.5522, 0.2272], [-0.1264, -0.3172, 0.1690], [0.2417, 0.4669, -0.2149], [-0.1396, 0.0879, -0.2650], [0.1785, 0.0382, 0.1527], [-0.2074, 0.0501, -0.2580], [0.1381, -0.1211, 0.3372], [0.0055, 0.1509, -0.1923], [0.1747, -0.0602, 0.2402], [0.1569, 0.2647, -0.0933], [0.2803, -0.1071, 0.1460], [0.1987, 0.0528, 0.1571], [-0.1269, -0.1194, 0.3481], [0.0618, 0.2708, -0.0803], [-0.2863, -0.0586, 0.0297], [0.1918, -0.2143, 0.0513], [0.1019, 0.1652, 0.0280], [0.0044, 0.1445, -0.1599], [-0.1526, -0.0862, -0.0892], [-0.1644, -0.0265, -0.1340], [0.0026, -0.1449, 0.1203], [0.0559, -0.1030, 0.1482]], "energy_ev": -16628.875, "smiles": "CCOCc1ccc2nccnc2c1", "de_lowest_kcal_mol": 27.24, "homo_lumo_gap_ha": 0.3313, "homo_ev": -9.24}

---

# 4
{"formula": "C20H14BrN2O5STl", "method": "ωB97M-V with the def2-TZVPD basis set", "species": ["Tl", "O", "C", "O", "C", "C", "C", "C", "C", "C", "S", "H", "H", "H", "H", "N", "C", "O", "C", "C", "C", "C", "N", "C", "H", "H", "H", "H", "H", "H", "Br", "C", "C", "C", "C", "C", "C", "C", "O", "O", "H", "H", "H", "H"], "coordinates": [[1.733927, -0.773130, -0.925087], [-2.164957, -0.005258, -0.072809], [-1.334121, -0.907663, 0.077326], [-0.144307, -0.768670, 0.506031], [-1.759623, -2.334400, -0.186514], [-2.673289, -2.899335, 0.695533], [-3.081580, -4.219659, 0.577677], [-2.564657, -4.982413, -0.463381], [-1.669951, -4.420059, -1.356696], [-1.245298, -3.085966, -1.258361], [-0.168166, -2.415145, -2.476749], [-3.068800, -2.275355, 1.489863], [-3.788747, -4.643657, 1.281389], [-2.859423, -6.019979, -0.579913], [-1.272606, -5.010809, -2.174004], [-3.041981, 4.509221, -3.594945], [-2.635723, 3.807960, -2.469366], [-3.381471, 3.634590, -1.530310], [-1.213606, 3.345337, -2.491159], [-0.244734, 3.994072, -3.248568], [1.054712, 3.524860, -3.226303], [1.325347, 2.401272, -2.457085], [0.404116, 1.765385, -1.743451], [-0.843409, 2.229178, -1.737590], [-4.041199, 4.644778, -3.628310], [-2.608143, 4.275672, -4.472408], [-0.493192, 4.880216, -3.822026], [1.841099, 4.012319, -3.786353], [2.326296, 1.985616, -2.409730], [-1.558476, 1.675513, -1.132083], [2.822303, -2.840737, 1.549768], [2.568849, -1.399679, 2.767136], [1.355984, -1.345377, 3.437280], [1.123526, -0.312739, 4.330158], [2.109874, 0.644705, 4.540739], [3.309654, 0.564220, 3.854195], [3.561718, -0.453325, 2.932684], [4.878340, -0.426759, 2.143260], [5.913916, -0.486095, 2.834908], [4.738331, -0.298672, 0.913647], [0.594186, -2.081688, 3.223569], [0.168355, -0.245335, 4.835524], [1.937450, 1.459097, 5.235009], [4.089480, 1.297895, 4.017504]], "forces_ev_per_a": [[-0.0879, -0.0765, -0.1172], [-0.2028, 0.1274, -0.0210], [0.0486, -0.0827, -0.0222], [0.1190, 0.0565, 0.1280], [-0.0306, -0.0125, 0.0131], [-0.0157, 0.0063, 0.0351], [0.0047, -0.0120, -0.0453], [-0.0247, -0.0006, 0.0611], [0.0606, -0.0196, -0.1248], [-0.0077, 0.0306, -0.0087], [0.0746, 0.0116, 0.0769], [0.0037, 0.0024, 0.0040], [-0.0057, -0.0086, 0.0092], [-0.0060, -0.0251, -0.0085], [-0.0066, -0.0179, 0.0006], [-0.1513, -0.0212, 0.0270], [0.1110, -0.0429, 0.1623], [0.0570, 0.1065, -0.1516], [-0.0841, 0.0117, -0.0341], [-0.0197, 0.0835, 0.0062], [0.0171, -0.0642, 0.0313], [-0.0970, 0.0237, -0.0310], [0.0714, 0.0525, 0.0169], [-0.0097, 0.0222, -0.0771], [0.0440, -0.0046, -0.0329], [0.0141, -0.0247, 0.0134], [-0.0246, -0.0168, 0.0082], [0.0163, 0.0057, 0.0008], [0.0559, -0.0118, -0.0044], [-0.0080, -0.0377, 0.0403], [0.0002, -0.1967, 0.0662], [-0.1199, -0.0556, -0.1364], [-0.0314, 0.0205, 0.0079], [0.0293, 0.0146, -0.0253], [0.0005, -0.0460, -0.0120], [0.0157, -0.0035, 0.0269], [0.0509, 0.1258, 0.1245], [0.0238, 0.0698, -0.0169], [0.0909, -0.0017, 0.0792], [0.0336, -0.0031, -0.0939], [-0.0068, -0.0082, 0.0033], [-0.0075, -0.0003, 0.0084], [-0.0088, 0.0170, 0.0073], [0.0137, 0.0062, 0.0051]], "energy_ev": -119759.692, "charge": -2, "homo_lumo_gap_ha": 0.2005, "homo_ev": -1.39}